1.
{"formula": "C4H8N2O2", "method": "wB97M-V/def2-TZVPD", "orbital_gap_ev": 9.43, "de_lowest_kcal_mol": 203.1, "smiles": "C=C=[N+]([O-])O.C=NC", "symbols": ["C", "C", "N", "O", "O", "H", "H", "H", "C", "N", "C", "H", "H", "H", "H", "H"], "coordinates": [[-0.33443, 1.74856, 1.05366], [-0.26364, 1.62314, -0.21062], [-0.23793, 1.48730, -1.45760], [0.33494, 0.81983, -2.33502], [-1.23023, 2.50582, -2.08107], [0.46521, 2.37413, 1.50109], [-1.07703, 1.09169, 1.65668], [-0.78088, 2.79265, -2.89358], [1.60653, -0.78719, 0.36300], [0.36097, -0.62846, 0.26580], [-0.46949, -1.61011, -0.43293], [2.18167, -0.14803, 0.91617], [2.17242, -1.47777, -0.27592], [-1.36562, -0.96182, -0.63404], [0.00260, -1.96799, -1.31822], [-0.65304, -2.45172, 0.32244]]}


2.
{"formula": "C12H18F6O9V", "method": "wB97M-V/def2-TZVPD", "orbital_gap_ev": 7.43, "de_lowest_kcal_mol": 22.9, "total_charge": -1, "symbols": ["O", "V", "O", "C", "O", "O", "C", "F", "F", "F", "C", "C", "H", "H", "H", "H", "H", "H", "C", "O", "O", "C", "F", "F", "F", "C", "C", "H", "H", "H", "H", "H", "H", "C", "C", "C", "O", "C", "O", "O", "H", "H", "H", "H", "H", "H"], "coordinates": [[-1.37882, 0.82791, 1.52996], [-0.30620, 0.13518, 0.53644], [-1.00026, -0.46671, -0.66733], [-1.10653, -2.70178, 1.83048], [-0.92364, -3.38434, 3.05090], [-0.24260, -1.70314, 1.82834], [-0.99319, -3.67241, 0.61212], [-2.12195, -4.42966, 0.46613], [-0.79241, -3.11441, -0.57641], [0.00623, -4.56687, 0.82339], [-1.87398, -4.29921, 3.56130], [-1.18834, -5.38318, 4.35260], [-1.93228, -6.06312, 4.77228], [-0.44049, -5.88442, 3.73884], [-0.65458, -4.96495, 5.20995], [-2.48891, -4.73728, 2.76901], [-2.51710, -3.67359, 4.19540], [-2.19125, -2.43409, 1.76200], [2.46227, 0.68301, 0.18808], [1.76598, -0.16420, -0.71100], [1.64402, 0.95587, 1.19489], [3.78635, 0.00992, 0.66959], [3.65045, -1.30041, 0.89749], [4.69299, 0.10670, -0.36740], [4.40676, 0.55950, 1.71137], [2.36833, -0.38612, -1.97505], [1.47209, -1.36855, -2.72792], [0.42450, -1.36822, -2.42609], [1.44830, -1.21992, -3.81231], [1.77344, -2.41083, -2.59879], [3.29983, -0.93602, -1.86583], [2.50317, 0.51870, -2.57091], [2.78028, 1.57980, -0.37593], [-2.40114, 6.10858, -1.49083], [-1.70660, 4.96127, -2.23449], [-0.22305, 5.26449, -2.58237], [0.45487, 4.17831, -1.97732], [-0.41263, 3.29298, -1.41835], [-0.06460, 2.23114, -1.03917], [-1.65024, 3.81807, -1.38782], [-1.83627, 7.03501, -1.41638], [-2.79679, 5.90462, -0.49448], [-3.34690, 6.27084, -2.01914], [-2.26970, 4.74041, -3.13863], [0.10356, 6.20784, -2.15595], [-0.18294, 5.24326, -3.67067]]}


3.
{"formula": "C6H11P", "method": "wB97M-V/def2-TZVPD", "orbital_gap_ev": 7.31, "de_lowest_kcal_mol": 86.2, "smiles": "C=CCP(=C)=CC", "symbols": ["C", "C", "C", "P", "C", "C", "C", "H", "H", "H", "H", "H", "H", "H", "H", "H", "H", "H"], "coordinates": [[-0.52083, 1.19614, -1.60173], [-0.61044, 1.66084, -0.38735], [-1.13157, 0.90161, 0.72004], [-0.53278, -0.85577, 0.55677], [-1.80995, -1.81505, -0.13145], [1.11658, -1.08205, 0.15829], [2.29759, -0.19846, 0.47191], [-0.32071, 1.93768, -2.44339], [-0.91095, 0.12121, -1.79839], [-0.14962, 2.54465, 0.03487], [-0.69659, 1.22301, 1.72139], [-2.22037, 0.69276, 0.67377], [-1.43679, -2.86299, -0.07585], [-2.69505, -1.40917, 0.43050], [1.35381, -2.06513, 0.03254], [3.09902, -0.63948, 1.21620], [2.04561, 0.80130, 0.77573], [3.12305, -0.15109, -0.35383]]}


4.
{"formula": "C6H13NO", "method": "wB97M-V/def2-TZVPD", "orbital_gap_ev": 9.04, "de_lowest_kcal_mol": 51.9, "smiles": "C=CC/C(C)=C/N.O", "symbols": ["C", "C", "C", "C", "C", "C", "N", "H", "H", "H", "H", "H", "H", "H", "H", "H", "H", "H", "O", "H", "H"], "coordinates": [[1.37896, -2.55640, -0.29665], [0.14207, -2.67655, -0.74987], [-1.05002, -1.87210, -0.29233], [-0.80754, -0.61046, 0.47568], [-0.45099, -0.76093, 1.93417], [-0.87135, 0.57510, -0.13150], [-0.73772, 1.87564, 0.42599], [2.13309, -3.31095, -0.52031], [1.80311, -1.73144, 0.26225], [-0.05466, -3.41978, -1.50609], [-1.70389, -1.66548, -1.15000], [-1.62753, -2.57898, 0.31110], [-1.22921, -1.36936, 2.40555], [0.51211, -1.23522, 2.13455], [-0.44678, 0.17682, 2.49176], [-1.18421, 0.60922, -1.16324], [-0.45657, 1.82017, 1.40604], [0.12510, 2.29396, 0.07154], [1.67750, 5.73707, -2.30203], [1.49522, 5.85722, -1.34730], [1.35333, 4.84246, -2.45934]]}


Number 1: DFT total energy -11345.304 eV, LUMO 0.0211 Ha, HOMO -8.86 eV. Number 2: DFT total energy -73158.228 eV, LUMO 0.0811 Ha, HOMO -5.22 eV. Number 3: DFT total energy -15684.106 eV, LUMO 0.0046 Ha, HOMO -7.18 eV. Number 4: DFT total energy -9968.923 eV, LUMO 0.0186 Ha, HOMO -8.54 eV.